Below is an isolated ion of composition C3H11N2S and charge +1, with properties calculated with ωB97M-V/def2-TZVPD.

Last column: Löwdin charge in e.
CARTESIAN COORDINATES (ANGSTROEM)
1 N 0.2436 1.0530 -0.9696  0.17
2 C -0.1666 -0.3358 -0.5381  -0.35
3 C -0.2063 -0.2968 1.0074  -0.49
4 S -1.5890 0.7258 1.6413  0.77
5 C 0.8569 -1.3578 -1.0536  -0.17
6 N 2.0489 -0.6201 -1.5883  0.00
7 H 0.0930 1.2106 -1.9705  0.17
8 H 1.2881 1.0338 -0.9236  0.15
9 H -0.2933 1.7211 -0.4057  0.13
10 H -1.1749 -0.4339 -0.9508  0.15
11 H 0.7205 0.1719 1.3368  0.09
12 H -0.3594 -1.3079 1.3702  0.08
13 H -0.8395 1.7450 2.0814  -0.13
14 H 1.1982 -1.9470 -0.2145  0.12
15 H 0.3846 -2.0092 -1.7767  0.12
16 H 2.8691 -1.2123 -1.4810  0.10
17 H 1.9699 -0.6324 -2.6104  0.10

Output
Molecular weight   107.2 g/mol
Frontier orbital gap   10.1717 eV
SMILES   NC[C@H]([NH3+])CS
Net charge   +1


Below is a 2-piece molecular cluster, C3H11N2S overall, with properties calculated with ωB97M-V/def2-TZVPD.

Last column: Löwdin charge in e.
CARTESIAN COORDINATES (ANGSTROEM)
1 C 0.6780 -1.4302 -1.9246  -0.27
2 S 1.1766 -0.0795 -0.8482  1.12
3 C 0.4317 1.2839 -1.7533  -0.29
4 H 0.7880 -1.1420 -2.9801  0.09
5 H -0.3871 -1.6795 -1.8184  0.09
6 H 1.3828 -2.2460 -1.7505  0.07
7 H 0.7080 2.2365 -1.2937  0.07
8 H 0.7552 1.2955 -2.8001  0.09
9 H -0.6637 1.2856 -1.6500  0.09
10 N -0.1354 1.1276 1.9674  0.20
11 C -0.6170 0.0371 2.5151  -0.13
12 N -0.8810 -1.0873 1.8590  0.19
13 H 0.5225 1.0711 1.1794  0.06
14 H -0.1537 1.9543 2.5564  0.16
15 H -1.1240 0.1902 3.4700  0.18
16 H -1.3134 -1.8454 2.3727  0.15
17 H -1.1676 -0.9719 0.8988  0.12

Output
Multiplicity   2
Molecular weight   107.2 g/mol
Frontier orbital gap (spin up / spin down)   11.8029 / 7.5007 eV
Net charge   +2


Short version: relative energy (zero: lowest compared OMol25 entry of this formula, charge and spin) = 0.7062; 0.7618 eV, in the order given.
Short version: maximum force = 1.40; 2.11 eV Å⁻¹, in the order given.